Below is a cluster of 2 separate species, C7H14 in total, with properties calculated with the ωB97M-V functional and the def2-TZVPD basis.

```
21
Properties=species:S:1:pos:R:3:forces:R:3
C -2.144 -1.857 -0.206 0.936 -0.511 0.623
C -1.239 -2.384 0.410 -1.251 0.755 -0.863
C -0.150 -3.018 1.150 0.191 -0.115 0.126
H -2.946 -1.389 -0.751 0.398 -0.236 0.272
H 0.318 -2.295 1.839 -0.149 -0.304 -0.259
H 0.620 -3.391 0.455 -0.278 0.138 0.308
H -0.532 -3.869 1.740 0.189 0.332 -0.220
C -1.124 2.478 -0.331 -0.040 0.021 -0.035
C -0.009 1.589 -0.882 0.008 -0.054 -0.196
C 0.877 1.012 0.220 -0.027 0.022 0.195
C 1.991 0.122 -0.331 0.028 -0.031 0.039
H -1.746 2.880 -1.148 0.185 -0.102 0.366
H -0.690 3.323 0.229 -0.247 -0.251 -0.158
H -1.769 1.898 0.350 0.172 0.272 -0.203
H -0.454 0.753 -1.456 0.220 0.329 0.142
H 0.622 2.176 -1.576 -0.252 -0.276 0.171
H 1.322 1.847 0.794 -0.205 -0.335 -0.117
H 0.246 0.424 0.914 0.230 0.274 -0.190
H 2.636 0.703 -1.012 -0.160 -0.291 0.205
H 1.558 -0.723 -0.892 0.218 0.254 0.151
H 2.614 -0.280 0.486 -0.165 0.109 -0.359
```
Positions in Å, forces in eV/Å.

2S+1 = 1
Relative energy (zero: lowest compared OMol25 entry of this formula, charge and spin) = 199.7 kJ/mol
Electronic energy = -7484.22485 eV
SMILES string = C#CC.CCCC
Kohn-Sham gap = 11.06 eV
LUMO level = 1.038 eV
Molecular weight = 98.19 g mol⁻¹

=====

Below is a structure of composition C7H14AuOP, with properties calculated with the ωB97M-V functional and the def2-TZVPD basis.

```
24
Properties=species:S:1:pos:R:3:forces:R:3
C 0.863 -0.252 -2.327 -1.838 -1.658 -2.817
C -0.485 0.041 -2.965 0.755 1.965 -2.971
C -0.844 1.394 -2.620 2.489 2.295 -2.523
C 0.197 1.826 -1.710 -0.682 1.444 -1.374
C 1.101 0.662 -1.401 1.665 3.501 0.465
Au -1.233 0.204 -1.166 -5.921 -3.474 8.746
P -0.099 -1.741 0.554 0.153 0.590 -1.255
H 1.166 -1.215 -2.625 1.261 -1.032 0.705
H -1.209 -0.323 -3.695 1.208 -1.251 -0.192
H -1.690 1.977 -2.991 0.725 -0.042 -0.170
H 1.732 0.723 -0.498 0.137 -0.340 -1.127
H 0.264 2.929 -1.630 0.457 -0.985 1.165
H 1.303 -1.408 0.793 -1.218 -1.016 0.329
H 0.071 -2.911 -0.247 -0.402 -0.105 0.868
H -1.052 -1.902 1.647 1.491 -0.685 -0.494
C 0.446 0.355 4.611 -0.255 0.528 0.181
C -0.339 0.072 3.354 0.515 -0.124 -0.378
O 0.680 0.026 2.316 -1.147 0.813 -0.272
H 1.458 -0.056 4.529 -0.326 -0.083 0.027
H -0.055 -0.052 5.485 0.043 0.110 0.205
H 0.532 1.441 4.690 0.185 -0.089 0.350
H -0.867 -0.897 3.439 0.321 0.285 -0.291
H -1.096 0.839 3.111 0.353 -0.301 0.200
H 0.387 0.577 1.558 0.030 -0.346 0.623
```
Positions in Å, forces in eV/Å.

<S²> = 2.016
2S+1 = 3
Relative energy (zero: lowest compared OMol25 entry of this formula, charge and spin) = 340.1 kJ/mol
Electronic energy = -22505.13858 eV
Kohn-Sham gap (spin up / spin down) = 5.77 / 6.63 eV
LUMO level (spin up / spin down) = 0.986 / -1.295 eV
Molecular weight = 342.13 g mol⁻¹

=====

Below is a structure of composition C7H14BeN2O4, with properties calculated with the ωB97M-V functional and the def2-TZVPD basis.

```
28
Properties=species:S:1:pos:R:3:forces:R:3
C -4.052 -1.344 -0.089 0.013 0.974 0.223
C -2.859 -1.676 -1.060 -0.569 1.056 0.031
O -2.582 -2.767 -1.305 0.512 -2.484 -0.279
N -2.052 -0.547 -1.628 -1.012 1.262 2.008
C -1.152 -0.105 -0.541 0.407 -1.110 0.887
C 0.245 0.397 -1.081 0.107 0.916 -1.202
C 0.626 1.841 -0.663 0.679 -0.510 -0.088
C 0.972 2.003 0.852 -0.895 2.047 -0.385
O 0.673 0.825 1.648 2.146 1.033 -0.351
C 1.652 -0.067 1.725 -1.443 -0.395 0.347
O 1.395 -1.208 1.748 0.040 -2.183 0.142
O 3.019 0.297 1.798 -0.253 1.375 -0.679
N 3.596 -0.285 0.697 0.172 0.134 0.017
H -4.481 -2.283 0.286 0.207 0.296 -0.491
H -3.673 -0.760 0.776 0.030 -0.279 -0.564
H -4.792 -0.706 -0.613 0.344 -0.502 0.166
H -2.747 0.200 -1.764 0.493 0.063 -0.517
H -0.957 -1.002 0.085 0.067 0.528 -0.317
H -1.627 0.628 0.143 0.261 -0.037 -0.650
H 0.171 0.405 -2.189 0.103 -0.053 0.592
H 1.074 -0.309 -0.858 -0.730 0.073 0.150
H 1.550 2.092 -1.230 -0.550 -0.169 0.176
H -0.119 2.583 -1.011 0.217 -0.468 0.437
H 2.002 2.383 0.985 -0.451 -0.650 0.104
H 0.330 2.812 1.251 0.313 -0.639 0.084
H 3.889 -1.266 0.946 -0.264 -0.177 -0.353
H 4.370 0.307 0.384 -0.013 -0.059 0.325
Be 5.528 -2.449 0.706 0.070 -0.041 0.187
```
Positions in Å, forces in eV/Å.

2S+1 = 1
Total charge = +2
Electronic energy = -19029.86291 eV
Kohn-Sham gap = 2.01 eV
LUMO level = -13.417 eV
Molecular weight = 199.21 g mol⁻¹

=====

Below is the ion C7H14BrN2Si with charge +1, with properties calculated with the ωB97M-V functional and the def2-TZVPD basis.

```
25
Properties=species:S:1:pos:R:3:forces:R:3
C 0.489 0.642 2.187 -4.094 -0.386 0.782
C 1.215 1.320 1.097 0.692 2.476 -0.778
N 0.480 1.245 -0.175 -2.224 0.546 -0.801
Si -0.696 2.435 -0.444 1.550 -2.242 0.391
C 0.482 0.112 -1.061 0.529 -1.198 0.204
C 1.846 -0.092 -1.692 -1.252 1.029 -0.557
C -0.512 -0.783 -1.302 0.284 4.105 3.496
C -1.825 -0.979 -0.661 -0.442 0.907 0.763
C -2.230 -2.370 -0.519 -1.799 -0.009 2.284
N -2.466 0.060 -0.294 0.306 1.724 -0.552
Br -4.307 0.252 0.133 0.932 -0.935 0.133
H 0.293 1.230 3.089 0.362 0.198 -0.205
H -0.605 0.340 1.844 2.140 0.552 0.558
H 0.931 -0.265 2.512 0.606 -0.852 0.186
H 2.161 0.824 1.022 0.803 0.221 -0.512
H 1.369 2.478 1.195 0.041 -2.253 0.504
H -1.693 2.215 -1.405 -0.729 0.282 -1.004
H -0.238 3.603 0.217 -0.290 0.979 0.542
H 2.062 0.707 -2.389 -0.128 0.453 -0.321
H 1.797 -0.982 -2.285 0.638 -0.720 0.116
H 2.636 0.024 -0.970 0.342 -0.740 0.383
H -0.379 -1.347 -2.106 0.866 -2.945 -3.088
H -2.485 -2.744 -1.457 -0.711 -0.921 -1.616
H -3.077 -2.451 0.220 0.543 0.088 -1.079
H -1.471 -2.992 -0.109 1.033 -0.359 0.170
```
Positions in Å, forces in eV/Å.

2S+1 = 1
Total charge = +1
Relative energy (zero: lowest compared OMol25 entry of this formula, charge and spin) = 79.2 kJ/mol
Electronic energy = -88376.27334 eV
SMILES string = CC[N+](=[SiH2])/C(C)=C\C(C)=N\Br
Kohn-Sham gap = 7.50 eV
LUMO level = -5.134 eV
Molecular weight = 234.19 g mol⁻¹

=====

Below is a cluster of 2 separate species, C7H14BrP in total, with properties calculated with the ωB97M-V functional and the def2-TZVPD basis.

```
23
Properties=species:S:1:pos:R:3:forces:R:3
C 1.672 -2.174 -0.627 -2.889 -0.377 -1.417
C 0.539 -2.618 0.322 -1.383 0.215 -0.227
C 2.193 -0.922 0.003 -0.362 1.390 -2.367
C -0.017 -1.234 0.736 -0.303 -0.382 -1.011
C 1.055 -0.252 0.649 -0.820 0.052 -0.626
C -1.986 2.392 0.654 2.480 1.938 0.756
C -1.381 3.043 -0.679 -1.876 -1.067 1.037
P -0.351 1.754 -1.490 -0.702 -0.591 -0.807
Br -2.022 0.213 -2.140 0.944 0.934 0.411
H 2.446 -2.881 -0.765 0.732 -0.930 -0.243
H 1.180 -1.958 -1.648 0.920 -0.174 1.385
H -0.421 -3.102 -0.115 2.197 -0.085 0.495
H 0.985 -3.177 1.180 -0.684 0.271 -0.495
H 2.759 -1.197 0.840 2.187 -0.238 0.848
H 2.630 -0.399 -0.883 0.646 0.298 1.480
H -0.786 -0.917 0.022 -0.127 -0.340 -0.298
H -0.554 -1.262 1.623 -0.875 0.012 2.127
H 0.968 0.716 1.083 0.462 0.478 0.285
H -2.738 2.953 1.292 0.928 -0.463 -1.100
H -2.293 1.427 0.411 -1.178 -1.511 -0.301
H -1.033 2.198 1.257 -1.432 0.393 -0.227
H -0.715 3.826 -0.441 1.169 0.873 0.545
H -2.131 3.572 -1.282 -0.034 -0.697 -0.252
```
Positions in Å, forces in eV/Å.

2S+1 = 1
Relative energy (zero: lowest compared OMol25 entry of this formula, charge and spin) = 106.9 kJ/mol
Electronic energy = -86814.06826 eV
Kohn-Sham gap (spin up / spin down) = 6.15 / 8.36 eV
LUMO level (spin up / spin down) = -1.035 / 0.250 eV
Molecular weight = 209.07 g mol⁻¹

=====

- Which value of electronic energy does entry 3 give?
  -19029.86291 eV